Here is C17H17NO6S in the gas phase from the Open Molecules 2025 dataset. Energies are from ωB97M-V/def2-TZVPD.

Summary:
SMILES string: O=C(O)CN(Cc1ccccc1)S(=O)(=O)c1ccc2c(c1)OCCO2
Net charge: 0
E_LUMO (Eh): 0.016
ΔE to the lowest compared entry with this formula, charge and spin (kcal per mole): 46.5

The geometry in XYZ format:
```
42
Properties=species:S:1:pos:R:3:mulliken_charge:R:1
O 1.708 3.467 2.755 -0.585
C 0.974 2.519 2.722 0.577
O 0.104 2.249 3.679 -0.511
C 0.962 1.529 1.539 -0.683
N -0.329 1.497 0.896 0.223
C -0.672 2.583 0.002 -1.250
C 0.199 2.568 -1.227 0.483
C 1.114 3.587 -1.459 -0.402
C 1.933 3.552 -2.575 -0.646
C 1.852 2.494 -3.463 -0.361
C 0.949 1.469 -3.232 -0.774
C 0.127 1.506 -2.121 0.050
S -1.448 0.386 1.380 1.540
O -1.141 0.066 2.757 -0.848
O -2.751 0.877 1.059 -0.749
C -1.099 -1.044 0.373 0.320
C -1.820 -1.231 -0.794 -0.704
C -1.499 -2.286 -1.626 -0.832
C -0.465 -3.154 -1.291 0.487
C 0.224 -2.986 -0.079 0.226
C -0.094 -1.912 0.743 -0.620
O 1.196 -3.853 0.327 -0.444
C 1.200 -5.071 -0.390 -0.448
C 1.073 -4.797 -1.887 -0.446
O -0.156 -4.155 -2.162 -0.455
H -0.420 1.428 3.501 0.475
H 1.184 0.529 1.915 0.326
H 1.727 1.825 0.815 0.450
H -1.723 2.435 -0.254 0.474
H -0.571 3.541 0.526 0.413
H 1.185 4.409 -0.762 0.374
H 2.639 4.351 -2.747 0.387
H 2.492 2.466 -4.333 0.384
H 0.883 0.640 -3.921 0.407
H -0.576 0.706 -1.937 0.387
H -2.628 -0.556 -1.024 0.498
H -2.030 -2.457 -2.548 0.466
H 0.427 -1.791 1.678 0.542
H 2.142 -5.565 -0.154 0.348
H 0.360 -5.698 -0.062 0.289
H 1.073 -5.723 -2.463 0.342
H 1.905 -4.159 -2.211 0.289
```

Here is a molecular structure, C17H18AuF3GeN3O5S from the Open Molecules 2025 dataset. Energies are from ωB97M-V/def2-TZVPD.

Summary:
Spin multiplicity: 3
⟨S²⟩: 2.0202
Net charge: -1
E_LUMO (alpha / beta) (Eh): 0.095 / 0.092
ΔE to the lowest compared entry with this formula, charge and spin (kcal per mole): 24.2

The geometry in XYZ format:
```
49
Properties=species:S:1:pos:R:3:mulliken_charge:R:1
Au 0.300 -0.591 -0.577 1.087
O 2.665 -4.094 -0.375 -0.759
C 2.211 -2.949 -0.435 -0.007
N 0.876 -2.629 -0.772 -0.177
C -0.097 -3.522 -1.027 0.119
O -0.094 -4.742 -0.960 -0.730
C -1.409 -2.869 -1.486 0.463
C -2.511 -3.666 -1.760 -0.367
C -3.672 -3.073 -2.223 -0.245
C -3.703 -1.700 -2.414 -0.760
C -2.569 -0.970 -2.108 -0.183
N -1.459 -1.549 -1.648 -0.214
C 3.022 -1.772 -0.200 0.397
C 4.412 -1.891 0.027 -0.695
C 5.189 -0.785 0.207 -0.184
C 4.574 0.513 0.166 -0.947
C 3.228 0.585 -0.055 -0.463
N 2.449 -0.497 -0.235 -0.231
H -2.409 -4.730 -1.601 0.467
H -4.548 -3.673 -2.439 0.404
H -4.583 -1.201 -2.797 0.413
H -2.523 0.108 -2.232 0.421
H 4.819 -2.894 0.044 0.425
H 6.255 -0.879 0.369 0.380
H 5.149 1.419 0.305 0.390
H 2.719 1.543 -0.090 0.664
C -1.788 2.371 2.916 -1.256
Ge -0.388 1.269 2.087 0.467
C 1.337 2.093 2.467 -1.256
C -0.488 -0.537 2.820 -1.233
C -0.635 1.153 0.143 -0.556
H -1.593 2.462 3.987 0.399
H -2.772 1.918 2.780 0.342
H -1.801 3.372 2.479 0.354
H 1.420 2.304 3.536 0.429
H 1.433 3.030 1.916 0.364
H 2.154 1.431 2.175 0.394
H -0.480 -0.522 3.912 0.382
H 0.357 -1.131 2.467 0.351
H -1.407 -1.028 2.487 0.369
H -1.702 1.099 -0.090 0.431
F -2.157 4.578 -0.264 -0.234
C -2.278 3.746 -1.294 0.674
F -2.744 4.420 -2.344 -0.236
F -3.166 2.806 -0.973 -0.209
S -0.646 3.027 -1.740 1.149
O 0.153 4.151 -2.094 -0.652
O -0.160 2.506 -0.385 -0.576
O -0.942 1.987 -2.672 -0.562
```

Here is a molecular structure, C17H18BBeClN6O2 in a non-equilibrium geometry from the Open Molecules 2025 dataset. Energies are from ωB97M-V/def2-TZVPD.

Summary:
Net charge: +2
E_LUMO (alpha / beta) (Eh): -0.376 / -0.387

The geometry in XYZ format:
```
46
Properties=species:S:1:pos:R:3:mulliken_charge:R:1
C 2.790 -0.334 -0.656 -0.053
N 1.543 -0.348 -1.175 0.350
N 1.669 -0.195 -2.539 0.079
C 2.969 -0.138 -2.875 -0.084
C 3.718 -0.213 -1.700 -1.163
B 0.397 -0.050 -3.407 -0.104
N -0.508 -1.220 -2.962 -0.058
N -0.722 -1.509 -1.621 0.269
C -1.530 -2.594 -1.588 -0.002
C -1.821 -2.990 -2.890 -1.170
C -1.133 -2.121 -3.727 -0.023
Be -0.021 -0.490 -0.387 -0.266
N -0.309 1.237 -2.899 0.002
N -0.637 1.279 -1.584 0.041
C -1.141 2.477 -1.320 -0.051
C -1.186 3.224 -2.512 -0.935
C -0.633 2.405 -3.493 0.027
H -1.434 2.773 -0.320 0.518
H -0.450 2.553 -4.549 0.511
H -1.562 4.218 -2.637 0.451
H 0.610 0.011 -4.583 -0.027
H -1.016 -2.072 -4.799 0.472
H 3.241 -0.069 -3.915 0.486
H -2.457 -3.807 -3.187 0.416
H 4.782 -0.179 -1.605 0.428
H -1.893 -2.989 -0.654 0.512
H 2.953 -0.398 0.406 0.491
H -2.822 -0.427 0.993 0.314
C -2.095 -1.238 1.117 -0.731
H -2.618 -2.198 0.987 0.406
H -1.261 -1.121 0.364 0.067
H -1.712 -1.214 2.146 0.205
Cl -0.324 1.503 7.516 0.006
C 0.015 1.088 5.887 0.464
C 1.004 0.132 5.602 -0.602
C 1.236 -0.239 4.279 -0.277
C 0.511 0.353 3.242 0.213
C -0.447 1.331 3.525 -0.167
C -0.705 1.696 4.852 -0.637
C 0.648 -0.199 1.856 0.496
O 1.207 -1.298 1.663 -0.604
O 0.090 0.497 0.888 -0.165
H 1.563 -0.321 6.421 0.455
H 1.965 -1.018 4.040 0.525
H -1.007 1.777 2.711 0.461
H -1.465 2.435 5.085 0.454
```